A cluster of 2 separate species, C11H15NO2P in total. Source: the OMol25 dataset; level of theory: ωB97M-V/def2-TZVPD.

Geometry as XYZ:
```
30
Properties=species:S:1:pos:R:3:forces:R:3
C -5.262 -0.880 -0.259 -2.3738 2.1509 -0.6666
C -4.206 -1.738 -0.260 0.3749 4.0779 -0.6220
C -5.106 0.557 -0.447 0.9665 -3.3245 0.2167
C -2.943 -1.237 -0.434 1.9726 0.3376 0.5447
C -3.816 1.002 -0.578 1.0802 1.0283 0.6296
C -2.685 0.128 -0.470 -1.7626 0.1117 -1.1584
C 4.997 -1.761 -1.885 -0.1098 0.4991 0.4379
C 5.661 0.808 0.253 -0.2698 -0.5701 -0.7974
C -1.328 0.707 -0.463 1.1304 2.0496 1.4601
C 4.561 -0.279 0.102 2.0728 -0.7630 3.8311
C -0.601 0.386 0.883 -0.0523 -0.6412 -0.8550
N 4.780 -1.040 -0.993 0.1014 -2.0783 -3.5092
O 1.887 1.558 0.217 0.0274 0.0022 -1.0052
O 1.636 0.222 2.358 -0.0615 -0.8649 -1.0652
P 1.262 0.393 0.900 -1.3127 0.0016 1.4824
H -6.300 -1.286 -0.278 0.8547 0.3125 0.3293
H -4.355 -2.708 -0.240 -0.7428 -4.6714 0.2706
H -5.938 1.209 -0.519 -0.6752 0.4069 0.0139
H -2.073 -1.911 -0.438 -0.4554 0.2207 -0.0130
H -3.643 2.111 -0.665 -0.0103 -1.2564 -0.0096
H 1.302 -0.839 0.044 0.6350 0.7283 0.6519
H 6.587 0.381 -0.177 -0.2321 0.0521 0.7371
H 5.559 1.769 -0.273 -0.7018 -0.3588 0.2621
H 5.673 0.919 1.318 0.6835 0.6930 0.4883
H -1.526 1.821 -0.344 0.8216 -1.0852 -1.1459
H -0.614 0.425 -1.270 -0.8853 0.3613 0.1190
H 3.547 0.011 0.221 -0.5742 0.6815 -0.1352
H 4.802 -1.063 0.978 -0.7665 1.8493 -1.3910
H -0.996 1.006 1.686 -0.0157 -0.1274 0.1620
H -0.861 -0.672 1.033 0.2811 0.1768 0.7368
```
Positions in Å, forces in eV/Å.

Properties
E_HOMO = -0.191 Eh
Spin multiplicity = 1
Energy relative to the best compared isomer or geometry (same formula, charge and spin) = 2.9 kcal per mole
LUMO = 3.043 eV
Total charge = -1
Energy = -974.7771 Ha

A cluster of 16 separate species, C8H28B2O30 in total. Source: the OMol25 dataset; level of theory: ωB97M-V/def2-TZVPD.

Geometry as XYZ:
```
68
Properties=species:S:1:pos:R:3:forces:R:3
O 2.263 -1.873 -0.172 -2.3959 1.6118 1.1768
C 1.347 -1.173 0.271 1.1194 -1.6624 -1.0978
O 0.215 -0.855 -0.347 0.7637 0.0839 -0.1813
B -0.525 0.169 0.408 1.0662 -0.6357 -0.5131
O 0.173 0.281 1.693 1.0255 -0.9589 -0.0234
C 1.274 -0.521 1.664 1.8536 1.8998 1.6698
O 2.161 -0.529 2.518 -2.3408 -0.3634 -1.7131
O -1.890 -0.297 0.599 -0.7553 0.5744 -0.2005
C -2.728 0.657 0.218 -0.6498 -0.5359 1.2983
O -3.918 0.624 0.457 0.7430 0.4012 -0.6567
C -1.878 1.816 -0.343 0.6078 0.1659 -0.6492
O -0.611 1.473 -0.333 -0.1586 -1.3432 1.1743
O -2.248 2.873 -0.739 -1.2250 0.6108 -0.1411
O -0.687 2.624 -6.257 0.5986 -1.7489 1.0582
C -0.232 1.833 -5.441 0.2667 1.7226 0.1456
O 0.888 1.987 -4.761 0.3396 0.0081 -0.0167
B 1.118 0.867 -3.772 0.4843 0.4710 -0.8212
O -0.063 0.025 -3.914 -1.1560 0.7914 -0.4761
C -0.888 0.606 -4.804 -2.7545 -0.9669 -0.1088
O -2.056 0.301 -5.025 2.2112 0.0733 0.4941
O 2.290 0.093 -4.143 1.3858 -0.2376 0.2466
C 3.230 0.220 -3.206 3.4233 -2.8671 -0.8118
O 4.340 -0.332 -3.182 -2.7633 1.4553 -0.5652
C 2.731 1.047 -2.086 -0.4108 2.1267 2.0093
O 1.473 1.395 -2.453 0.3008 0.1600 1.3018
O 3.340 1.408 -1.071 -2.0382 -1.0575 -2.4759
O -2.144 4.789 -2.739 -0.1664 0.3862 -0.1171
H -2.470 3.965 -2.377 -0.0986 -0.3244 0.3601
H -2.629 4.902 -3.556 0.0769 0.0619 -0.2784
O -4.626 -2.189 0.198 -0.0464 -0.4798 -0.2384
H -5.320 -2.567 0.738 -0.1158 -0.1181 0.1177
H -4.333 -1.420 0.686 0.1483 0.5428 0.1212
O -0.917 -3.317 1.739 0.4634 -0.1460 0.1686
H -1.212 -3.185 0.838 -0.1960 0.2348 -0.2475
H -1.569 -2.862 2.273 -0.3706 0.1017 0.0223
O -4.262 -0.435 3.520 -0.0808 -0.2975 0.2590
H -5.021 0.099 3.284 -0.1469 0.1428 -0.1493
H -3.513 0.042 3.161 0.2267 0.0824 -0.1853
O -0.205 0.986 4.560 -0.2072 -0.0770 0.5343
H -0.695 1.443 3.877 0.0036 -0.0460 -0.3173
H 0.646 1.426 4.580 0.3502 0.0646 -0.0994
O -6.421 2.116 -1.351 -0.3743 0.1943 -0.2211
H -6.583 2.098 -0.408 0.1082 -0.0264 0.2024
H -5.716 1.483 -1.486 0.3136 -0.1740 0.0409
O 3.277 -3.551 -2.649 0.2847 -0.4130 -0.0489
H 2.576 -3.140 -2.143 -0.2125 0.2945 0.2676
H 3.047 -3.376 -3.562 -0.0443 0.1401 -0.1726
O 0.247 -4.147 -1.479 -0.0209 -0.1878 -0.2137
H -0.666 -4.046 -1.210 -0.2549 0.0616 -0.0848
H 0.750 -4.029 -0.673 0.2825 0.1023 0.2422
O 3.768 0.048 5.152 0.1111 0.0440 0.5151
H 3.178 -0.454 4.590 -0.2670 -0.1749 -0.3646
H 3.906 0.871 4.682 0.0528 0.1277 -0.2541
O 2.604 -3.899 2.249 0.0477 -0.3702 0.3764
H 1.986 -3.189 2.075 -0.0914 0.2365 0.0373
H 2.737 -4.315 1.398 0.1805 0.0554 -0.2540
O 5.133 -1.441 2.067 0.5725 -0.0565 0.0409
H 4.578 -1.702 2.802 -0.2772 -0.1422 0.0557
H 4.740 -0.629 1.746 -0.2334 0.1355 -0.1971
O 0.246 -2.046 4.614 0.0573 -0.4972 0.2859
H 0.402 -1.113 4.756 -0.1162 0.4765 -0.0701
H -0.303 -2.081 3.831 0.0485 0.0228 -0.1989
O 0.473 4.222 -1.668 0.4454 0.2927 0.2483
H 0.431 3.300 -1.414 0.1152 -0.3308 -0.0624
H -0.438 4.470 -1.825 -0.2906 0.1470 -0.2554
O 2.087 2.771 1.269 0.1592 0.1225 0.5625
H 1.250 3.105 1.593 -0.2131 0.1129 -0.0397
H 1.860 2.279 0.480 0.2350 -0.1007 -0.5111
```
Positions in Å, forces in eV/Å.

Properties
E_HOMO = -0.205 Eh
Spin multiplicity = 1
Energy relative to the best compared isomer or geometry (same formula, charge and spin) = 47.5 kcal per mole
LUMO = 3.450 eV
Total charge = -2
Energy = -2629.1817 Ha

A structure of composition C36H54F6KN5O4S2Sb. Source: the OMol25 dataset; level of theory: ωB97M-V/def2-TZVPD.

Geometry as XYZ:
```
109
Properties=species:S:1:pos:R:3:forces:R:3
K -0.482 0.309 1.482 0.2909 0.2261 -0.3731
C 0.898 1.212 4.722 -0.0034 0.0399 -0.0128
N 1.457 1.311 3.386 0.0526 0.0034 0.0376
C 2.626 0.440 3.223 -0.0859 -0.0117 -0.0244
C 2.289 -1.025 3.356 0.0194 0.0063 -0.1514
C 2.770 -1.793 4.408 0.0033 -0.0559 -0.0121
C 2.468 -3.146 4.448 0.0024 0.0078 0.0002
C 1.706 -3.691 3.429 0.0361 -0.0043 0.0136
C 1.268 -2.848 2.418 0.0325 -0.0025 -0.0003
N 1.543 -1.552 2.379 -0.1125 0.1088 0.1516
C 1.824 2.696 3.090 0.0179 -0.0295 -0.0548
C 2.086 2.929 1.625 -0.0667 0.0369 0.1167
C 3.304 3.409 1.182 0.0338 0.0583 -0.0631
C 3.493 3.615 -0.181 -0.0081 -0.0207 0.0444
C 2.459 3.321 -1.043 0.0223 0.0413 0.0310
C 1.271 2.847 -0.502 -0.0888 -0.0191 -0.0598
N 1.066 2.669 0.797 0.1568 -0.1201 -0.0526
C -0.539 1.669 4.848 -0.0908 -0.0223 0.0109
C -1.268 1.262 5.961 -0.0808 0.0572 0.0228
C -2.592 1.644 6.071 0.0053 0.0041 -0.0306
C -3.149 2.429 5.070 0.0041 -0.0423 0.0728
C -2.349 2.783 4.001 -0.0224 0.0032 -0.0397
N -1.073 2.415 3.884 0.0487 -0.1109 -0.0211
H 1.509 1.778 5.450 0.0342 -0.0403 0.0193
H 0.921 0.169 5.034 0.0083 -0.0518 0.0180
H 3.419 0.706 3.943 -0.0141 -0.0254 0.0238
H 3.020 0.589 2.212 0.0029 -0.0069 -0.0009
H 3.372 -1.333 5.181 0.0006 0.0087 -0.0049
H 2.827 -3.764 5.262 -0.0046 0.0018 -0.0085
H 1.450 -4.742 3.416 -0.0048 0.0081 -0.0053
H 0.671 -3.235 1.598 -0.0026 0.0136 0.0374
H 2.711 2.989 3.678 0.0004 0.0088 -0.0095
H 0.989 3.325 3.386 -0.0108 0.0246 0.0189
H 4.099 3.593 1.893 0.0079 -0.0019 -0.0147
H 4.446 3.962 -0.559 0.0164 0.0138 0.0062
H 2.569 3.407 -2.114 -0.0073 -0.0005 0.0051
H 0.442 2.584 -1.149 0.0268 -0.0063 -0.0179
H -0.813 0.613 6.700 -0.0038 0.0132 -0.0112
H -3.192 1.305 6.906 0.0069 0.0008 -0.0014
H -4.189 2.725 5.098 0.0180 -0.0007 -0.0104
H -2.750 3.366 3.179 0.0025 -0.0197 0.0409
F -1.657 -4.168 4.080 0.1412 -0.0682 0.0924
C -2.439 -3.391 3.332 0.0017 0.1643 -0.0269
F -1.970 -3.404 2.086 0.0074 0.0170 -0.0458
F -3.663 -3.916 3.325 -0.1164 -0.0197 0.0409
S -2.463 -1.670 4.040 0.0848 0.1026 -0.2574
O -1.229 -1.077 3.573 -0.2704 -0.2469 0.1883
O -2.630 -1.891 5.442 -0.0642 0.0271 0.0427
N -3.754 -1.005 3.442 0.0652 -0.0234 0.0140
S -3.865 -0.361 2.007 -0.1611 -0.1723 0.2388
O -3.960 1.069 2.041 -0.0070 0.0363 -0.0328
O -3.014 -0.947 1.000 0.1726 0.0230 0.0454
C -5.559 -0.948 1.584 0.0990 0.0957 -0.0916
F -5.611 -2.275 1.544 0.0363 -0.1356 -0.0029
F -6.455 -0.514 2.464 -0.0888 0.0733 0.0976
F -5.884 -0.475 0.378 -0.0329 0.0231 -0.0482
C -2.130 2.705 -4.277 0.0229 -0.0400 -0.0150
C -0.906 1.828 -4.551 0.0242 0.0881 0.0099
C -0.956 1.294 -5.978 -0.0711 0.0886 -0.0382
C 0.334 2.716 -4.405 0.1407 -0.0286 0.0204
Sb -0.779 0.294 -2.961 -0.1723 -0.1301 0.0690
C 0.530 -1.222 -3.878 -0.0165 0.0170 -0.0661
C -0.080 -2.030 -5.020 0.1868 0.0230 -0.0377
C 1.793 -0.505 -4.364 0.0047 -0.0882 0.0746
C 0.932 -2.149 -2.730 0.1022 -0.0399 -0.0561
C -2.779 -0.673 -3.101 -0.0290 0.0395 -0.0585
C -3.373 -0.832 -4.500 -0.0606 -0.0487 0.1465
C -3.730 0.176 -2.253 0.0181 0.1187 -0.0115
C -2.677 -2.041 -2.423 0.0056 0.0037 0.0247
H -2.112 3.580 -4.941 0.0079 -0.0312 -0.0053
H -2.140 3.078 -3.249 -0.0009 -0.0159 0.0051
H -3.070 2.180 -4.452 0.0061 -0.0182 -0.0061
H -1.022 2.135 -6.682 -0.0194 -0.0115 0.0114
H -1.813 0.644 -6.154 0.0118 0.0212 0.0003
H -0.053 0.739 -6.224 0.0039 -0.0225 -0.0527
H 0.256 3.569 -5.093 0.0153 -0.0360 -0.0094
H 1.260 2.179 -4.636 -0.1333 0.1019 0.0717
H 0.428 3.121 -3.394 -0.0286 -0.0170 -0.0323
H -0.362 -1.408 -5.870 -0.0085 0.0017 -0.0271
H -0.950 -2.607 -4.718 -0.0876 -0.0365 0.0756
H 0.673 -2.750 -5.369 -0.0234 0.0326 -0.0251
H 1.586 0.187 -5.186 0.1039 -0.0655 0.1339
H 2.505 -1.254 -4.742 -0.0532 0.0129 0.0303
H 2.276 0.007 -3.521 -0.0577 0.0566 -0.1203
H 0.077 -2.701 -2.331 0.0356 0.0060 0.0490
H 1.426 -1.570 -1.941 -0.0678 0.0159 0.0517
H 1.665 -2.883 -3.097 -0.0668 -0.0006 -0.0241
H -3.609 0.128 -4.956 -0.0014 0.0676 -0.0028
H -4.316 -1.394 -4.431 0.0205 0.0208 0.0101
H -2.719 -1.374 -5.178 0.0683 -0.0706 -0.0574
H -3.853 1.189 -2.646 0.0071 -0.0713 0.0232
H -3.385 0.252 -1.220 -0.0073 0.0079 -0.0270
H -4.723 -0.294 -2.230 0.0345 0.0079 -0.0114
H -2.105 -2.763 -3.007 -0.0010 0.0110 -0.0119
H -3.687 -2.450 -2.284 0.0246 -0.0051 -0.0162
H -2.225 -1.970 -1.430 -0.0128 0.0085 -0.0063
C 4.725 -1.478 0.525 -0.0258 0.0111 0.0029
C 3.881 -1.248 -0.744 -0.1019 0.0673 0.0045
C 4.828 -1.075 -1.935 0.0012 -0.0529 -0.0406
C 2.895 -0.079 -0.665 0.1362 0.0175 0.0922
H 5.410 -2.335 0.436 -0.0050 0.0053 0.0049
H 4.078 -1.651 1.392 0.0796 0.0252 -0.0957
H 5.327 -0.582 0.726 -0.0147 -0.0323 0.0274
H 3.311 -2.179 -0.899 0.0319 -0.0046 -0.0618
H 5.370 -0.127 -1.828 -0.0148 -0.0235 -0.0192
H 4.277 -1.031 -2.880 0.0290 0.0084 0.1441
H 5.570 -1.881 -2.005 -0.0161 0.0351 0.0141
H 2.229 -0.264 0.197 -0.0240 0.0569 -0.0029
H 3.484 0.827 -0.406 -0.1120 -0.0773 -0.1040
```
Positions in Å, forces in eV/Å.

Properties
E_HOMO = -0.081 Eh
Spin multiplicity = 1
Energy relative to the best compared isomer or geometry (same formula, charge and spin) = 42.1 kcal per mole
LUMO = 2.062 eV
Total charge = -1
Energy = -4214.6886 Ha